--- a ---
{
  "formula": "C4H9NO",
  "method": "ωB97M-V/def2-TZVPD",
  "species": ["C", "H", "C", "H", "H", "H", "H", "H", "C", "C", "H", "H", "N", "H", "O"],
  "xyz": [[2.5663, -0.5959, -0.3456], [-0.5886, -0.4028, -1.1408], [1.0967, -0.0848, 1.4562], [1.8304, 0.3278, 2.1710], [0.1265, 0.2390, 1.6291], [-1.6019, 1.9847, -0.2412], [2.5808, -0.9030, -1.4418], [1.0827, -1.2284, 1.6555], [-1.7286, 1.0329, -0.7806], [-2.8366, 0.3125, -0.6260], [-3.8137, 0.6243, -0.0983], [-3.0105, -0.7004, -1.0886], [1.5831, 0.0709, 0.0333], [3.3526, -1.1606, 0.2661], [-0.6392, 0.4837, -1.4482]],
  "mulliken_charge": [-0.188, 0.334, -0.769, 0.366, 0.282, 0.355, 0.275, 0.332, 0.028, -0.457, 0.252, 0.253, -0.053, 0.321, -0.330],
  "orbital_gap_ev": [10.728, 4.686],
  "total_charge": 1,
  "lumo_ev": [-4.078, -8.702],
  "multiplicity": 2
}



--- b ---
{
  "formula": "C4H9NO",
  "method": "ωB97M-V/def2-TZVPD",
  "species": ["C", "H", "O", "H", "H", "H", "C", "C", "H", "H", "N", "H", "H", "C", "H"],
  "xyz": [[0.1326, -0.9483, 1.1822], [-0.6216, -0.7557, 1.9437], [1.7504, 2.3129, -1.7939], [2.0283, -1.5654, 1.0097], [-3.2053, 0.7441, -0.3803], [1.1759, 2.2298, -1.0197], [-0.0313, -0.4932, -0.1124], [-2.4042, 0.1403, 0.0354], [0.6744, -0.6596, -0.9132], [-2.5686, -0.6410, 0.7504], [1.1858, -1.7424, 1.5466], [-0.9376, 0.9101, -1.3598], [1.1284, 1.9163, -2.4253], [-1.1642, 0.3049, -0.5029], [0.9448, -2.7359, 1.5301]],
  "mulliken_charge": [-0.074, 0.411, -0.606, 0.305, 0.288, 0.315, 0.071, -0.719, 0.380, 0.298, -0.419, 0.213, 0.331, -0.102, 0.308],
  "orbital_gap_ev": [9.591, 6.896],
  "total_charge": 1,
  "lumo_ev": [-5.214, -8.037],
  "multiplicity": 2
}



Relative energies, in eV, with the most stable structure set to zero: a 2.083; b 0.000.



--- a ---
{
  "formula": "C3H4FNS",
  "method": "ωB97M-V/def2-TZVPD",
  "species": ["C", "S", "H", "H", "N", "C", "H", "C", "F", "H"],
  "xyz": [[-0.1608, -1.2701, -1.3159], [0.1013, 2.2800, 1.6989], [0.2155, -2.2090, -0.9377], [-0.5217, 2.5065, 0.5612], [0.5049, 0.6738, 1.6927], [-0.1055, -0.2172, -0.5071], [0.6362, -1.2376, 1.1968], [0.3539, -0.2719, 0.9133], [-0.4969, 1.0169, -0.9529], [-0.5268, -1.2713, -2.3492]],
  "mulliken_charge": [-0.803, -0.085, 0.223, 0.131, -0.441, 0.759, 0.338, -0.157, -0.253, 0.288],
  "orbital_gap_ev": 9.309,
  "lumo_ev": 0.399
}



--- b ---
{
  "formula": "C3H4FNS",
  "method": "ωB97M-V/def2-TZVPD",
  "species": ["N", "F", "H", "C", "H", "H", "H", "C", "S", "C"],
  "xyz": [[1.4977, -0.3767, 0.2816], [2.7511, -1.0050, 0.3129], [-0.1854, 2.7169, 0.3478], [-0.0522, 1.6145, 0.4564], [0.8537, -2.2157, 0.2984], [-1.6772, -1.4679, 0.3081], [0.8387, 1.0939, 0.6438], [-0.8244, -0.8276, 0.1451], [-1.4484, 0.7727, 0.1616], [0.5281, -1.1761, 0.3138]],
  "mulliken_charge": [-0.349, -0.230, 0.257, -0.541, 0.401, 0.329, 0.535, -0.590, 0.090, 0.098],
  "orbital_gap_ev": [7.480, 7.486],
  "lumo_ev": [-0.634, -0.629]
}



Relative energies, in eV, with the most stable structure set to zero: a 0.000; b 3.063.



--- a ---
{
  "formula": "C3H8NO2",
  "method": "ωB97M-V/def2-TZVPD",
  "species": ["H", "H", "C", "O", "H", "O", "N", "C", "H", "H", "H", "H", "C", "H"],
  "xyz": [[0.0651, 1.9591, 0.4760], [0.3742, 1.8114, 2.7378], [0.2794, 1.1294, 0.9969], [0.3547, 0.9977, 2.2859], [-1.2212, -0.6884, -2.3361], [1.1667, -1.1727, 0.8492], [0.6138, -0.0264, 0.2800], [0.2664, -0.1441, -1.1130], [0.8768, -1.1695, 1.8210], [0.7192, 0.6380, -1.6960], [0.7076, -1.0930, -1.3711], [-1.8661, 0.0043, -0.7767], [-1.1246, -0.6121, -1.2712], [-1.2122, -1.6339, -0.8827]],
  "mulliken_charge": [0.474, 0.393, 0.079, -0.396, 0.349, -0.353, 0.253, -0.602, 0.387, 0.495, 0.277, 0.335, -1.038, 0.349],
  "orbital_gap_ev": 10.382,
  "total_charge": 1,
  "lumo_ev": -4.873
}



--- b ---
{
  "formula": "C3H8NO2",
  "method": "ωB97M-V/def2-TZVPD",
  "species": ["N", "H", "C", "H", "H", "C", "H", "O", "C", "H", "H", "H", "O", "H"],
  "xyz": [[-1.1323, 0.2180, -0.5957], [-0.9526, -1.8367, -0.9331], [2.4413, 0.1878, 0.2386], [-2.4703, -1.4204, -0.0242], [-1.6359, 0.5979, 1.4265], [-1.1195, 0.9042, 0.4825], [2.5726, 0.6396, 2.0218], [1.7629, -0.5102, -0.5585], [-1.8060, -1.1380, -0.8972], [3.5117, 0.2914, 0.1641], [-0.2922, 0.4180, -1.1935], [-2.2238, -1.0861, -1.8942], [1.9073, 0.8431, 1.3470], [-0.5632, 1.8911, 0.4161]],
  "mulliken_charge": [-0.042, 0.315, 0.189, 0.307, 0.287, -0.134, 0.358, -0.476, -0.669, 0.374, 0.338, 0.287, -0.418, 0.287],
  "orbital_gap_ev": 10.344,
  "total_charge": 1,
  "lumo_ev": -4.779
}



Relative energies, in eV, with the most stable structure set to zero: a 1.752; b 0.000.



--- a ---
{
  "formula": "C5H6Br2",
  "method": "ωB97M-V/def2-TZVPD",
  "species": ["H", "Br", "C", "C", "H", "C", "C", "Br", "C", "H", "H", "H", "H"],
  "xyz": [[-0.2569, 0.5441, -2.1292], [2.3284, -0.6954, 0.0551], [-1.1366, 0.0321, -0.0296], [0.9362, -1.8856, -0.1729], [0.4630, -2.3780, 0.6551], [-0.3394, 0.8540, 1.0110], [-0.3550, 0.6553, -1.1049], [-2.8748, -0.5166, 0.1425], [0.4550, 1.3439, -0.2021], [0.0545, 0.2324, 1.8587], [1.2193, 2.0252, -0.3987], [-0.9953, 1.7654, 1.4614], [0.5014, -1.9770, -1.1466]],
  "mulliken_charge": [0.501, -0.038, -0.099, -0.699, 0.378, -0.239, -0.372, -0.110, -0.762, 0.218, 0.560, 0.281, 0.383],
  "orbital_gap_ev": [7.555, 8.164],
  "lumo_ev": [0.066, -0.019]
}



--- b ---
{
  "formula": "C5H6Br2",
  "method": "ωB97M-V/def2-TZVPD",
  "species": ["C", "H", "H", "C", "H", "H", "Br", "C", "C", "C", "H", "H", "Br"],
  "xyz": [[-0.4228, -0.1052, 1.3904], [1.8711, 1.2711, -0.2291], [-0.3870, 0.7253, 2.0993], [0.9710, 0.8481, -0.8408], [2.0509, -0.9602, -0.2578], [-0.2421, -1.0650, 1.7061], [-2.5035, -1.7617, -0.0339], [0.1896, 0.0572, 0.0415], [1.1342, -0.6227, -0.7350], [-1.3643, -0.0993, 0.2305], [0.7206, -1.1437, -1.5890], [0.4151, 1.2973, -1.6378], [-2.4328, 1.5589, -0.1446]],
  "mulliken_charge": [-0.633, 0.199, 0.222, -0.442, 0.225, 0.319, -0.146, 0.464, -0.644, 0.040, 0.241, 0.297, -0.142],
  "orbital_gap_ev": 10.032,
  "lumo_ev": 0.239
}



Relative energies, in eV, with the most stable structure set to zero: a 2.434; b 0.000.



--- a ---
{
  "formula": "C6H10N3O",
  "method": "ωB97M-V/def2-TZVPD",
  "species": ["C", "N", "H", "H", "H", "C", "H", "H", "C", "H", "C", "N", "H", "N", "O", "H", "C", "H", "H", "C"],
  "xyz": [[0.8689, -0.0810, -0.1428], [-1.6808, -0.9593, 0.2117], [1.7763, -2.5350, 0.2636], [-2.7477, 2.3751, -0.5196], [0.7819, 2.0233, -0.1242], [-1.1673, 1.3228, 0.0248], [0.0978, -2.9424, 0.8966], [-2.4898, 2.2714, 1.1130], [0.7098, -2.4921, 0.1012], [2.9275, -0.9459, -0.2152], [-2.0783, 2.4926, 0.2058], [-1.9664, 0.1798, 0.0398], [2.4816, 0.1039, -1.4185], [0.2101, -1.1479, 0.0984], [-2.1404, -2.0044, 0.2902], [0.4607, -2.9231, -0.8807], [0.1580, 1.1069, -0.0421], [2.8643, 0.7234, 0.3940], [-1.4258, 3.4015, 0.0217], [2.3596, 0.0303, -0.3175]],
  "mulliken_charge": [1.259, 0.846, 0.367, 0.424, 0.325, 0.234, 0.276, 0.378, -0.786, 0.329, -1.262, -0.292, 0.359, -0.327, -0.478, 0.330, -0.360, 0.377, 0.339, -1.337],
  "orbital_gap_ev": 9.213,
  "total_charge": 1,
  "lumo_ev": -5.048
}



--- b ---
{
  "formula": "C6H10N3O",
  "method": "ωB97M-V/def2-TZVPD",
  "species": ["H", "C", "H", "H", "H", "N", "C", "H", "N", "H", "H", "N", "C", "H", "H", "O", "C", "H", "C", "C"],
  "xyz": [[0.7999, 1.2842, -2.1354], [0.8729, 1.5753, -0.1588], [-1.6422, -2.3242, -0.1228], [-2.6337, -0.3494, 0.8021], [2.4996, 0.7251, -1.4813], [-0.3068, 1.0427, 0.3397], [-1.6223, -0.7882, 1.2143], [-0.8569, -0.3168, -1.4267], [-0.3311, -0.7074, -0.6898], [-1.7983, -1.2099, 2.2158], [1.5262, -1.2213, -0.4151], [1.4279, 2.5884, 0.3140], [-0.8544, 0.6016, 1.5029], [1.3567, -1.2819, -2.0675], [-0.1766, -2.3765, 0.8141], [-0.8473, 1.2279, 2.5219], [1.0149, -0.6839, -1.1623], [0.9564, 3.0762, 1.0794], [1.4443, 0.8317, -1.3651], [-0.8292, -1.6938, 0.2204]],
  "mulliken_charge": [0.289, 0.383, 0.265, 0.295, 0.378, -0.059, -0.557, 0.392, -0.181, 0.401, 0.415, -0.520, 0.445, 0.346, 0.362, -0.478, -0.660, 0.279, -0.411, -0.385],
  "orbital_gap_ev": [7.566, 7.566],
  "total_charge": 1,
  "lumo_ev": [-6.797, -6.796]
}



--- c ---
{
  "formula": "C6H10N3O",
  "method": "ωB97M-V/def2-TZVPD",
  "species": ["C", "O", "N", "H", "H", "H", "H", "N", "H", "C", "H", "H", "H", "H", "C", "N", "H", "C", "C", "C"],
  "xyz": [[0.5386, 0.1319, 3.4403], [-0.1246, -0.4150, 2.2975], [-0.0953, -0.5847, -3.3460], [1.5540, -0.4421, 3.4798], [0.4161, 2.8281, -0.5376], [-0.1649, -1.4313, -3.7442], [0.0140, -0.0770, 4.4360], [-1.0185, -2.3673, -0.6496], [0.0363, 0.1733, -3.8777], [-0.4875, -1.3136, -1.1931], [0.8658, 1.8784, 1.3338], [-0.0147, 1.7262, -2.5514], [-1.9127, -2.2236, -0.1938], [0.5243, 1.1501, 3.3892], [-0.0424, 1.1691, -1.6442], [0.3974, 1.2274, 0.7945], [-0.3696, -2.9156, -0.0809], [0.2066, 1.7322, -0.4990], [-0.0718, 0.0734, 1.1469], [-0.2510, -0.3198, -2.0005]],
  "mulliken_charge": [-0.706, -0.248, -0.377, 0.277, 0.291, 0.139, 0.247, -0.347, 0.141, -0.055, 0.242, 0.334, 0.316, 0.349, -0.675, -0.048, 0.313, -0.335, 0.014, 1.128],
  "orbital_gap_ev": 8.500,
  "total_charge": 1,
  "lumo_ev": -3.660
}



Relative energies, in eV, with the most stable structure set to zero: a 0.960; b 0.000; c 0.519.



--- a ---
{
  "formula": "C4H24BO20",
  "method": "ωB97M-V/def2-TZVPD",
  "species": ["O", "O", "H", "O", "H", "O", "O", "H", "H", "H", "H", "O", "H", "O", "O", "H", "H", "O", "O", "H", "O", "B", "O", "O", "C", "O", "H", "O", "H", "C", "O", "H", "H", "H", "H", "O", "H", "O", "O", "H", "H", "H", "H", "C", "H", "H", "H", "O", "C"],
  "xyz": [[-3.2642, 1.5210, -4.2250], [2.4778, 1.0420, 3.0070], [0.8638, -4.8470, -2.5780], [-0.4352, 0.6790, -0.1530], [-1.4842, -2.3530, -2.6020], [-0.1792, -0.7150, 1.7910], [-0.2252, -2.6230, -5.3730], [-2.4962, -0.2430, 6.4420], [0.9398, 3.0600, -5.0110], [-1.7772, -0.1020, 5.0980], [0.2498, 2.6540, 4.0810], [-0.0492, 2.6930, -4.6740], [0.2448, 3.6910, 2.8470], [1.6988, 0.4690, 1.1000], [1.5348, 2.1040, 5.3700], [-3.0532, -1.8780, -2.9270], [0.7738, -3.4940, -3.4360], [5.2148, 0.8330, 2.5870], [-2.4842, -2.5180, -2.3640], [0.1008, 2.0320, -3.9840], [-0.9812, 0.8780, -2.2110], [0.4708, -0.2450, 0.5310], [3.1218, -3.2040, -0.5200], [0.5888, -4.5210, -3.3200], [0.5008, -0.3460, 2.7330], [0.1268, -0.2150, 3.9070], [1.1038, 1.5660, 5.8430], [0.3358, -1.8180, -2.4060], [-2.7272, 1.5960, -5.0470], [1.6998, 0.3020, 2.3380], [-3.2862, -0.5650, 0.8990], [0.6528, -3.0150, -5.2090], [1.9458, 1.5100, 4.7120], [4.5128, 0.7580, 3.0110], [-2.8172, 0.1010, 1.1570], [-2.0282, 0.4580, 5.8810], [-2.9942, 3.8260, -0.6680], [-0.2262, 3.0660, 3.3480], [0.7038, -1.2510, -0.4060], [5.7628, 0.5760, 3.2680], [0.0228, -1.8110, -4.8190], [2.2448, -3.2920, -0.6250], [-2.8222, 2.1840, -3.6500], [0.1548, -1.0480, -1.4340], [-2.2612, 2.5680, -0.9670], [-3.1202, -1.3700, 1.5200], [3.1888, -2.3830, -0.9120], [-1.9962, 3.4820, -0.5960], [-0.5272, 0.2080, -1.3520]],
  "mulliken_charge": [-0.628, -0.925, 0.228, -0.560, 0.432, -0.362, -0.615, 0.297, 0.302, 0.327, 0.361, -0.640, 0.278, -0.452, -0.650, 0.323, 0.347, -0.458, -0.636, 0.321, -0.354, 1.689, -0.595, -0.549, 0.443, -0.646, 0.287, -0.808, 0.309, 0.986, -0.586, 0.326, 0.335, 0.256, 0.280, -0.617, 0.343, -0.610, -1.017, 0.296, 0.324, 0.296, 0.295, 0.134, 0.218, 0.311, 0.309, -0.595, 0.650],
  "orbital_gap_ev": 9.920,
  "total_charge": -1,
  "lumo_ev": 1.784
}



--- b ---
{
  "formula": "C4H24BO20",
  "method": "ωB97M-V/def2-TZVPD",
  "species": ["H", "O", "H", "O", "O", "H", "O", "H", "H", "O", "O", "H", "O", "H", "C", "H", "H", "H", "O", "H", "O", "H", "H", "O", "H", "C", "C", "O", "B", "O", "O", "O", "O", "O", "O", "H", "C", "H", "O", "H", "O", "H", "H", "H", "H", "H", "H", "O", "H"],
  "xyz": [[3.6924, 0.1304, -5.0732], [-0.4853, -1.2051, 0.8769], [6.4522, -0.9751, -0.8000], [-1.4432, 4.7958, 0.9274], [-3.5758, 1.1817, 4.2048], [1.4118, -2.6481, -4.0247], [-0.4713, 1.0662, 0.3526], [0.0657, -2.8853, 3.7652], [-0.4951, -0.6041, -3.9638], [-1.1710, -0.0010, -4.2957], [1.6444, -0.1896, 0.3207], [-4.9318, -1.0605, 5.2253], [3.4941, -0.2998, -0.9310], [-3.6709, -1.0773, 4.3676], [2.3159, -0.4622, -0.7842], [-0.6979, 4.2081, 1.0735], [3.5585, 0.0703, 2.3449], [1.4951, 2.7936, -0.1917], [6.1925, -0.5599, -1.6266], [3.1382, -1.2807, 1.8097], [-4.8255, -1.1458, 1.6184], [-3.8690, -1.1301, 1.7456], [-1.2148, 3.5438, -1.9798], [2.9868, -0.0111, -5.7114], [-0.6032, -3.5514, 2.5801], [-1.3582, -0.6233, 1.6598], [1.2781, -0.6794, -1.9076], [-4.4792, -1.5766, 4.5523], [0.1979, -0.1883, 0.0417], [-1.9971, -1.1278, 2.5411], [2.3368, 3.1278, -0.5221], [1.5583, -0.9750, -3.0377], [-0.1330, -3.7509, 3.3963], [3.5138, -0.8597, 2.5862], [-1.8610, 3.0252, -1.4894], [-4.4924, 1.4542, 4.1051], [-1.4008, 0.8745, 1.3044], [5.2237, -0.5370, -1.5874], [-2.1540, 1.7017, 1.7019], [2.6439, 2.4563, -1.1393], [0.0818, -0.5407, -1.3948], [-1.8306, 0.0239, -3.5961], [-1.5004, 2.1328, -1.4777], [2.2478, -0.3290, -5.1813], [-3.0864, 1.7637, 3.6066], [-5.1498, -0.9072, 2.4933], [2.1341, -3.9074, -4.4927], [1.2560, -3.5501, -4.3349], [-2.0219, 4.2896, 0.3418]],
  "mulliken_charge": [0.310, -0.428, 0.284, -0.642, -0.558, 0.399, -0.150, 0.307, 0.340, -0.642, -0.283, 0.303, -0.650, 0.301, 0.264, 0.311, 0.322, 0.315, -0.663, 0.314, -0.688, 0.300, 0.312, -0.637, 0.322, 0.410, 0.691, -0.630, 0.732, -0.530, -0.663, -0.633, -0.615, -0.619, -0.617, 0.288, 0.496, 0.511, -0.556, 0.330, -0.536, 0.300, 0.274, 0.353, 0.305, 0.331, 0.303, -0.627, 0.339],
  "orbital_gap_ev": 10.163,
  "total_charge": -1,
  "lumo_ev": 1.526
}



Relative energies, in eV, with the most stable structure set to zero: a 6.929; b 0.000.